H3OPS2 | ωB97M-V with the def2-TZVPD basis set

```
7
Properties=species:S:1:pos:R:3
S -2.31849 0.01591 -0.22508
S -0.45001 -0.57260 -0.21283
P 1.14834 0.47167 0.98945
O 0.20563 -0.79349 -1.47648
H 1.46961 0.80435 -0.32652
H -0.31559 -1.94205 0.21192
H 0.26051 2.01621 1.03954
```

The LUMO energy comes out at -0.0314 Ha. Its HOMO-LUMO gap is 8.53 eV. As for the calculated total energy: -1214.6317 hartree. The HOMO energy is -0.3448 Eh. For the relative energy (zero: lowest compared OMol25 entry of this formula, charge and spin), the calculation gives 113.2 kcal/mol.

***

H3PS | ωB97M-V with the def2-TZVPD basis set

```
5
Properties=species:S:1:pos:R:3
S 0.99086 0.93077 0.54094
P -0.51153 -0.46144 0.10038
H 0.04192 1.34619 1.29072
H 0.27932 -1.63555 -0.77831
H -0.80058 -0.17997 -1.15373
```

The LUMO energy comes out at 0.0263 Ha. Its HOMO-LUMO gap is 10.23 eV. As for the calculated total energy: -741.2837 hartree. The HOMO energy is -0.3497 Eh. For the relative energy (zero: lowest compared OMol25 entry of this formula, charge and spin), the calculation gives 23.3 kcal/mol.